Entry 1:
A molecular structure, C44H52BrN5OPRbS. Source: OMol25; level of theory: ωB97M-V/def2-TZVPD.

Last column: Löwdin charge in e.
CARTESIAN COORDINATES (ANGSTROEM)
Rb 0.9700 0.4128 -0.9453  0.58
N 6.6693 0.3534 -0.7130  0.01
C 5.5782 -0.1357 0.0094  -1.01
S 5.3777 -1.8107 0.0606  0.38
N 4.9720 0.7539 0.7311  -0.05
N 3.7576 0.7777 1.1901  0.08
C 3.5136 1.3619 2.3338  -0.22
C 4.6054 1.8201 3.2207  -0.18
C 5.6449 0.9631 3.5759  -0.02
C 6.6990 1.4140 4.3473  -0.09
C 6.7393 2.7314 4.7739  -0.12
C 5.7193 3.5972 4.4161  -0.10
C 4.6635 3.1473 3.6488  -0.05
C 2.1498 1.6409 2.7166  -0.24
C 1.8391 1.9767 4.0498  -0.03
C 0.5476 2.3166 4.3779  -0.08
C -0.4261 2.3016 3.3861  -0.09
C -0.0429 1.9060 2.1111  -0.17
N 1.1924 1.5906 1.7802  0.06
H 6.9835 -0.2878 -1.4257  0.04
H 6.5467 1.3054 -1.0329  0.07
H 5.6174 -0.0650 3.2482  0.11
H 7.4940 0.7333 4.6214  0.10
H 7.5644 3.0843 5.3781  0.09
H 5.7491 4.6318 4.7349  0.09
H 3.8756 3.8291 3.3624  0.12
H 2.6094 1.9620 4.8064  0.11
H 0.2959 2.5957 5.3938  0.10
H -1.4484 2.5756 3.6014  0.10
H -0.7705 1.8477 1.3102  0.10
C 0.6464 -1.9009 3.6930  -0.12
C -0.6973 -2.1145 3.0077  -0.56
C -1.7057 -1.0881 3.5140  -0.12
P -0.5608 -1.8984 1.1380  1.07
C 0.5261 -3.3893 0.7077  -0.54
C 0.0872 -4.7984 1.0938  -0.13
C 0.7354 -3.3331 -0.8025  -0.16
C -2.2532 -2.4060 0.7019  -0.32
C -2.8859 -3.5642 1.1169  -0.09
C -4.1929 -3.8646 0.7540  -0.32
C -4.8417 -5.1611 1.1667  -0.09
C -4.8949 -2.9208 -0.0025  -0.09
C -4.3187 -1.7396 -0.3876  -0.03
C -2.9591 -1.4320 -0.0768  -0.36
N -2.3216 -0.3552 -0.4788  0.02
C -2.9329 0.7253 -1.0616  -0.25
C -3.6921 1.6398 -0.2998  -0.21
C -3.9421 1.3545 1.1556  -0.05
C -4.1922 2.7877 -0.8906  -0.03
C -3.9927 3.0655 -2.2363  -0.29
C -4.5233 4.3238 -2.8645  -0.07
C -3.2635 2.1538 -2.9868  -0.02
C -2.7270 1.0129 -2.4269  -0.20
C -1.9068 0.0842 -3.2667  -0.05
H 0.5289 -1.9176 4.7793  0.07
H 1.0549 -0.9319 3.4084  0.06
H 1.3668 -2.6672 3.4148  0.06
H -1.0838 -3.1170 3.2303  0.09
H -1.3170 -0.0849 3.3478  0.04
H -1.8938 -1.2106 4.5838  0.07
H -2.6497 -1.1871 2.9796  0.06
H 1.4850 -3.1776 1.1978  0.10
H -0.7635 -5.1093 0.4923  0.07
H -0.1743 -4.8775 2.1461  0.06
H 0.9067 -5.4940 0.9041  0.07
H -0.2334 -3.2909 -1.3033  0.07
H 1.2799 -4.2111 -1.1562  0.08
H 1.3067 -2.4476 -1.0776  0.02
H -2.3675 -4.2678 1.7546  0.08
H -4.0989 -5.8573 1.5582  0.06
H -5.3378 -5.6379 0.3169  0.06
H -5.5995 -5.0061 1.9426  0.06
H -5.9235 -3.1394 -0.2828  0.10
H -4.8850 -1.0156 -0.9625  0.10
H -3.0714 0.8701 1.5965  0.05
H -4.7865 0.6698 1.2709  0.08
H -4.1648 2.2694 1.7064  0.07
H -4.7561 3.4900 -0.2847  0.10
H -5.4628 4.6335 -2.4057  0.06
H -4.6846 4.1822 -3.9319  0.07
H -3.8107 5.1426 -2.7484  0.06
H -3.1013 2.3426 -4.0413  0.11
H -2.1552 0.1883 -4.3223  0.08
H -2.0503 -0.9469 -2.9510  0.07
H -0.8500 0.3309 -3.1479  0.02
Br -1.6567 5.7500 -5.8327  0.56
C -0.6225 4.5411 -4.6881  -0.69
C -0.6700 4.6966 -3.3237  -0.19
C 0.0687 3.8235 -2.5324  -0.20
C 0.8490 2.7655 -3.0306  -0.21
C 0.8280 2.6823 -4.4328  -0.21
C 0.1370 3.5542 -5.2687  -0.19
H -1.2676 5.4791 -2.8719  0.08
H 0.0232 3.9964 -1.4568  0.07
H 1.3956 1.8945 -4.9286  0.06
H 0.1926 3.4526 -6.3479  0.08
C 2.6465 -2.3766 -4.7974  -0.01
C 1.2508 -2.3730 -4.2229  -0.48
C 0.2710 -3.3785 -4.7863  -0.01
O 0.9317 -1.5992 -3.3497  0.01
H 2.7089 -2.9224 -5.7344  0.07
H 3.3143 -2.8368 -4.0686  0.09
H 2.9750 -1.3471 -4.9359  0.09
H 0.7473 -4.0813 -5.4634  0.07
H -0.5135 -2.8372 -5.3145  0.09
H -0.1993 -3.9153 -3.9642  0.08

Charge: -2
Maximum force in hartree/bohr: 0.035

=====

Entry 2:
A molecular structure, C44H52HfIN4O4PSe. Source: OMol25; level of theory: ωB97M-V/def2-TZVPD.

Last column: Löwdin charge in e.
CARTESIAN COORDINATES (ANGSTROEM)
Hf 0.3688 -0.8127 0.1391  1.44
O 5.5051 -0.3204 5.1553  -0.02
C 5.5592 0.2719 4.0680  -0.68
O 6.3676 1.0651 3.5622  -0.02
C 4.3669 -0.0675 3.1206  -0.06
C 3.2331 -0.6886 3.6110  0.07
C 2.1526 -0.9013 2.7750  -0.17
N 2.2085 -0.5828 1.4669  0.04
C 3.3438 -0.0628 0.9695  -0.19
C 4.4200 0.2511 1.7759  0.07
C 3.3519 0.1101 -0.4915  -0.18
C 4.5101 0.3679 -1.2061  0.02
C 4.4439 0.4633 -2.5852  -0.02
C 3.2280 0.2682 -3.2185  -0.01
C 2.1183 -0.0002 -2.4447  -0.11
N 2.1661 -0.0479 -1.1090  0.00
C 0.8714 -1.4521 3.2659  -0.22
C 0.6881 -1.8553 4.5846  0.02
C -0.5422 -2.3469 4.9727  -0.03
C -1.5693 -2.4170 4.0437  -0.03
C -1.3136 -1.9851 2.7584  -0.12
N -0.1282 -1.5129 2.3825  -0.03
H 3.2482 -0.9733 4.6540  0.12
H 5.3061 0.7584 1.4177  0.12
H 5.4514 0.4702 -0.6872  0.12
H 5.3394 0.6635 -3.1591  0.12
H 3.1298 0.3020 -4.2942  0.12
H 1.1605 -0.2110 -2.8948  0.07
H 1.4937 -1.7790 5.2983  0.12
H -0.7004 -2.6685 5.9940  0.12
H -2.5474 -2.7955 4.3058  0.11
H -2.0882 -1.9983 1.9996  0.12
I -2.0746 -9.0261 -1.6608  0.87
C -1.1946 -7.1673 -1.2971  -0.73
C 0.0922 -6.9169 -1.7485  -0.14
C 0.6693 -5.6773 -1.5154  -0.01
C -0.0338 -4.7027 -0.8216  -0.15
C -1.3183 -4.9673 -0.3623  -0.03
C -1.9070 -6.1975 -0.6083  -0.14
C 0.5731 -3.3587 -0.5658  -0.62
O 0.8438 -2.5592 -1.4905  -0.08
O 0.7496 -2.9961 0.6407  -0.09
H 0.6411 -7.6796 -2.2847  0.10
H 1.6659 -5.4661 -1.8824  0.13
H -1.8719 -4.2033 0.1643  0.12
H -2.9135 -6.3974 -0.2666  0.10
C -1.4552 3.4065 -1.0083  -0.10
C -0.4953 3.5657 0.1853  -0.58
C -0.5575 5.0125 0.6885  -0.08
C 0.9119 3.3115 -0.3668  -0.09
P -0.9338 2.2291 1.4502  0.91
N -0.4736 0.8142 0.9476  -0.38
C -0.0710 2.7051 3.0710  -0.57
C -0.5903 3.9594 3.7870  -0.07
C 1.4105 2.9428 2.7261  -0.08
C -0.1334 1.5313 4.0677  -0.08
C -2.8005 2.2204 1.7263  -0.59
C -3.4918 1.4488 0.5903  -0.11
C -3.0912 1.4243 3.0096  -0.09
C -3.4571 3.6007 1.8590  -0.07
H -1.0402 3.9418 -1.8665  0.09
H -2.4377 3.8308 -0.8086  0.07
H -1.5714 2.3562 -1.2892  0.01
H -0.4248 5.6745 -0.1727  0.09
H 0.2434 5.2402 1.3927  0.07
H -1.5094 5.2663 1.1515  0.06
H 1.0780 3.9966 -1.2032  0.09
H 0.9871 2.2985 -0.7456  0.04
H 1.7050 3.4780 0.3598  0.06
H -0.5981 4.8465 3.1556  0.06
H 0.0782 4.1633 4.6290  0.10
H -1.5875 3.8171 4.2003  0.07
H 1.5637 3.8753 2.1848  0.06
H 1.8264 2.1239 2.1358  0.07
H 1.9826 3.0125 3.6534  0.10
H -0.9739 1.6187 4.7519  0.07
H 0.7764 1.5253 4.6733  0.09
H -0.2097 0.5791 3.5553  0.04
H -2.9924 0.4983 0.3903  0.01
H -3.5404 2.0048 -0.3410  0.06
H -4.5199 1.2362 0.8975  0.09
H -2.5529 0.4737 3.0242  0.06
H -4.1611 1.2032 3.0417  0.09
H -2.8503 1.9823 3.9104  0.06
H -3.4068 4.1725 0.9345  0.06
H -3.0399 4.2037 2.6632  0.06
H -4.5174 3.4453 2.0804  0.09
C -0.6601 -1.5156 -7.8939  -0.05
C -0.8301 -1.2773 -6.4176  -0.27
C -1.2982 -2.2737 -5.5717  -0.01
C -1.4690 -2.0629 -4.2065  -0.28
C -2.0300 -3.1652 -3.3520  -0.07
C -1.1471 -0.8192 -3.6621  -0.50
Se -1.4754 -0.4164 -1.7964  0.72
C -0.7193 0.2195 -4.5005  -0.32
C -0.4915 1.6299 -4.0103  -0.09
C -0.5524 -0.0358 -5.8590  -0.02
H -0.8254 -2.5631 -8.1450  0.07
H 0.3433 -1.2415 -8.2255  0.08
H -1.3689 -0.9163 -8.4694  0.08
H -1.5447 -3.2482 -5.9805  0.11
H -2.1460 -4.0869 -3.9228  0.08
H -3.0038 -2.8809 -2.9459  0.08
H -1.3711 -3.3581 -2.5087  0.03
H -0.0151 1.6683 -3.0317  0.02
H -1.4470 2.1501 -3.9023  0.09
H 0.1192 2.1876 -4.7223  0.08
H -0.2105 0.7720 -6.5003  0.12

Maximum force in hartree/bohr: 0.016

=====

Entry 3:
A molecular structure, C44H52N9O2PS4W. Source: OMol25; level of theory: ωB97M-V/def2-TZVPD.

Last column: Löwdin charge in e.
CARTESIAN COORDINATES (ANGSTROEM)
W 2.2213 0.2777 0.6347  1.01
C 4.1978 0.6378 -3.4918  -0.01
C 3.8005 0.8926 -2.0671  -0.25
N 3.0829 0.0244 -1.4250  -0.12
N 2.8407 -1.1378 -2.1617  -0.06
C 1.8063 -1.7985 -1.8017  -1.06
S 0.7229 -1.4124 -0.5246  0.65
S 1.4148 -3.2808 -2.6669  0.91
C 2.9396 -3.5518 -3.6015  -0.42
C 4.0972 -4.0497 -2.7683  -0.28
C 5.3317 -3.4102 -2.8207  -0.05
C 6.4247 -3.9128 -2.1264  -0.09
C 6.2957 -5.0676 -1.3647  -0.12
C 5.0603 -5.7015 -1.2909  -0.09
C 3.9705 -5.1920 -1.9815  -0.05
C 4.2535 2.1106 -1.4057  -0.15
C 4.5811 3.2673 -2.1236  -0.03
C 5.0391 4.3958 -1.4770  -0.08
C 5.2082 4.3753 -0.0936  -0.07
C 4.9016 3.2435 0.6348  0.00
C 4.3983 2.1132 -0.0114  -0.36
O 4.0705 1.0397 0.7137  -0.33
H 4.6377 -0.3539 -3.5793  0.06
H 4.9081 1.3785 -3.8422  0.07
H 3.3154 0.6440 -4.1349  0.10
H 3.2022 -2.6388 -4.1307  0.07
H 2.6755 -4.3064 -4.3450  0.09
H 5.4398 -2.5185 -3.4257  0.10
H 7.3817 -3.4106 -2.1950  0.11
H 7.1540 -5.4775 -0.8464  0.11
H 4.9460 -6.6038 -0.7035  0.11
H 3.0104 -5.6884 -1.9122  0.11
H 4.4463 3.2934 -3.1966  0.11
H 5.2618 5.2905 -2.0417  0.10
H 5.5675 5.2590 0.4179  0.11
H 5.0067 3.2102 1.7113  0.12
S 1.9743 1.6846 2.5721  0.74
C 1.2714 3.1607 1.9959  -0.69
C 1.1134 4.2227 2.9459  -0.28
N 1.0011 5.0675 3.7177  0.18
C 0.8691 3.2963 0.7077  -0.65
S 1.0206 1.9497 -0.3841  0.72
C 0.2395 4.4807 0.2119  -0.28
N -0.2739 5.4320 -0.1827  0.18
N 4.7920 -3.1981 0.8695  0.06
C 4.6282 -1.9513 0.4274  -0.10
N 3.5423 -1.4588 0.9922  -0.01
C 3.0787 -2.4719 1.7680  -0.30
N 3.8135 -3.5592 1.7208  0.16
C 1.8372 -2.2116 2.4629  -0.20
C 1.2255 -3.0900 3.3431  -0.05
N 0.0526 -2.8295 3.8992  0.10
C -0.5121 -1.6747 3.5487  -0.08
C 0.0800 -0.7685 2.6885  -0.14
N 1.2852 -1.0191 2.1509  -0.16
H 5.4694 -3.8730 0.5420  0.13
H 5.2733 -1.4530 -0.2744  0.14
H 1.7138 -4.0252 3.5868  0.12
H -1.4859 -1.4501 3.9649  0.11
H -0.4301 0.1326 2.3812  0.06
O -1.8844 0.4023 0.7067  -0.35
P -3.3720 0.5509 0.6115  0.82
C -4.1582 -0.9146 1.3866  -0.34
C -5.6990 -0.9458 1.4496  -0.18
C -6.3903 -1.6672 0.2921  -0.20
C -5.7627 -3.0287 0.0190  -0.20
C -4.2777 -2.8699 -0.2822  -0.20
C -3.5452 -2.2430 0.9010  -0.18
C -3.9316 0.6451 -1.1389  -0.31
C -4.3461 2.0431 -1.6798  -0.17
C -3.4369 2.5434 -2.8040  -0.19
C -1.9872 2.2806 -2.4181  -0.21
C -1.7139 0.7835 -2.5182  -0.20
C -2.8949 -0.0800 -2.0319  -0.19
C -4.0515 1.9982 1.5212  -0.33
C -3.1799 3.2705 1.2876  -0.18
C -2.4906 3.7614 2.5627  -0.18
C -1.8484 2.5804 3.2791  -0.19
C -2.9272 1.6187 3.8014  -0.17
C -4.2424 1.7623 3.0292  -0.19
H -3.7977 -0.7778 2.4126  0.10
H -6.0992 0.0674 1.5408  0.10
H -5.9778 -1.4609 2.3752  0.12
H -6.3442 -1.0688 -0.6225  0.10
H -7.4515 -1.7730 0.5287  0.11
H -6.2747 -3.5209 -0.8104  0.11
H -5.8891 -3.6727 0.8969  0.12
H -4.1581 -2.2520 -1.1768  0.09
H -3.8254 -3.8371 -0.5123  0.11
H -2.4877 -2.0882 0.6711  0.09
H -3.5828 -2.9553 1.7333  0.12
H -4.8302 0.0255 -1.1502  0.08
H -4.3173 2.7878 -0.8866  0.07
H -5.3849 2.0080 -2.0164  0.11
H -3.6294 3.6032 -2.9801  0.11
H -3.6599 2.0188 -3.7394  0.11
H -1.8187 2.6225 -1.3936  0.07
H -1.2852 2.8370 -3.0412  0.11
H -0.8123 0.5208 -1.9662  0.03
H -1.5297 0.5411 -3.5693  0.11
H -2.4887 -0.9374 -1.4925  0.08
H -3.4324 -0.4864 -2.8927  0.11
H -5.0437 2.1586 1.0872  0.11
H -3.7958 4.0676 0.8661  0.12
H -2.3979 3.0579 0.5562  0.08
H -3.2058 4.2637 3.2210  0.12
H -1.7440 4.5113 2.2970  0.09
H -1.2014 2.9096 4.0927  0.11
H -1.2183 2.0641 2.5503  0.07
H -3.1266 1.8156 4.8574  0.11
H -2.5643 0.5877 3.7459  0.08
H -4.7835 2.6296 3.4156  0.12
H -4.8934 0.9082 3.2172  0.09

Maximum force in hartree/bohr: 0.007

=====

Entry 4:
A molecular structure, C44H53BrO3SSbSiZn. Source: OMol25; level of theory: ωB97M-V/def2-TZVPD.

Last column: natural (NBO) charge in e.
CARTESIAN COORDINATES (ANGSTROEM)
Zn 0.1921 1.0662 1.0906  1.59
O 2.0842 0.3774 0.4470  -0.83
C 2.7126 -0.5459 1.3893  0.08
C 1.7774 -0.6621 2.6253  0.79
O 2.1046 -1.4279 3.5009  -0.61
O 0.7273 0.1004 2.6439  -0.92
C 4.0450 0.0221 1.8582  0.03
C 4.3856 1.3500 1.6490  -0.26
C 5.6037 1.8407 2.1127  -0.20
C 6.4823 1.0077 2.7815  -0.21
C 6.1392 -0.3241 2.9935  -0.20
C 4.9297 -0.8150 2.5376  -0.20
C 2.8826 -1.8637 0.6446  -0.07
C 3.8417 -1.9222 -0.3666  -0.22
C 3.9811 -3.0591 -1.1459  -0.21
C 3.1720 -4.1633 -0.9079  -0.19
C 2.2267 -4.1158 0.1047  -0.22
C 2.0788 -2.9702 0.8775  -0.14
H 2.6798 0.4848 -0.3060  0.52
H 3.6923 2.0214 1.1586  0.21
H 5.8550 2.8826 1.9590  0.21
H 7.4297 1.3885 3.1404  0.22
H 6.8162 -0.9803 3.5250  0.22
H 4.6537 -1.8452 2.7193  0.24
H 4.5118 -1.0806 -0.5225  0.22
H 4.7393 -3.0962 -1.9177  0.22
H 3.2923 -5.0623 -1.4984  0.22
H 1.6063 -4.9802 0.3065  0.22
H 1.3574 -2.9567 1.6843  0.22
C -3.6767 -4.4769 0.9911  -0.61
C -2.8979 -3.3873 0.2228  -0.63
C -1.4336 -3.8409 0.1227  -0.61
C -3.4439 -3.3196 -1.2124  -0.61
Si -3.1471 -1.7357 1.1386  2.11
Br -1.4833 -0.4422 0.0481  -0.47
C -4.7418 -0.7959 0.6772  -0.63
C -4.9643 0.4253 1.5819  -0.61
C -4.7775 -0.2644 -0.7633  -0.61
C -5.9294 -1.7653 0.8599  -0.61
C -2.7079 -1.7288 2.9814  -0.64
C -1.4995 -2.6296 3.2791  -0.60
C -2.3712 -0.3362 3.5366  -0.61
C -3.9216 -2.2859 3.7575  -0.61
H -3.5791 -5.4248 0.4524  0.22
H -4.7425 -4.2604 1.0768  0.22
H -3.2817 -4.6347 1.9957  0.22
H -1.4100 -4.7679 -0.4605  0.21
H -0.9868 -4.0542 1.0914  0.22
H -0.8012 -3.1171 -0.3904  0.22
H -3.2454 -4.2784 -1.7017  0.22
H -2.9566 -2.5387 -1.8026  0.21
H -4.5216 -3.1586 -1.2456  0.21
H -4.1480 1.1468 1.4977  0.21
H -5.0899 0.1679 2.6317  0.21
H -5.8826 0.9266 1.2602  0.22
H -3.9952 0.4740 -0.9376  0.21
H -5.7434 0.2284 -0.9164  0.21
H -4.6832 -1.0431 -1.5186  0.21
H -5.9819 -2.1913 1.8636  0.22
H -5.9069 -2.5872 0.1436  0.21
H -6.8601 -1.2142 0.6921  0.22
H -0.6031 -2.2948 2.7536  0.22
H -1.6851 -3.6774 3.0424  0.20
H -1.2811 -2.5700 4.3490  0.23
H -1.4784 0.0762 3.0731  0.22
H -2.1433 -0.4460 4.6012  0.22
H -3.1877 0.3755 3.4489  0.21
H -4.1849 -3.3014 3.4531  0.22
H -4.8116 -1.6638 3.6639  0.21
H -3.6617 -2.3224 4.8196  0.23
S 0.0685 3.2826 0.5964  -0.84
Sb 0.8178 3.0861 -1.5876  1.77
C 0.3241 4.8850 -2.5162  -0.32
C -0.1795 4.9017 -3.8135  -0.25
C -0.5118 6.1156 -4.4007  -0.20
C -0.3424 7.2979 -3.6955  -0.16
C 0.1607 7.2776 -2.4008  -0.20
C 0.4938 6.0715 -1.8055  -0.24
C 2.8972 2.9064 -1.5737  -0.44
C 3.5738 3.8451 -0.7961  -0.15
C 4.9590 3.8336 -0.7543  -0.21
C 5.6692 2.8739 -1.4620  -0.17
C 4.9981 1.9355 -2.2312  -0.19
C 3.6106 1.9560 -2.3023  -0.25
C -0.1899 1.5628 -2.5884  -0.44
C -1.5258 1.8249 -2.8963  -0.15
C -2.2827 0.8599 -3.5415  -0.22
C -1.7224 -0.3732 -3.8493  -0.18
C -0.4050 -0.6463 -3.5132  -0.19
C 0.3675 0.3212 -2.8854  -0.21
H -0.2983 3.9849 -4.3779  0.22
H -0.9022 6.1349 -5.4098  0.23
H -0.6055 8.2417 -4.1551  0.23
H 0.2890 8.2014 -1.8523  0.23
H 0.8589 6.0652 -0.7853  0.23
H 3.0310 4.5758 -0.2081  0.22
H 5.4828 4.5669 -0.1553  0.23
H 6.7498 2.8562 -1.4121  0.23
H 5.5523 1.1928 -2.7901  0.23
H 3.1114 1.2467 -2.9476  0.22
H -1.9791 2.7756 -2.6390  0.22
H -3.3143 1.0672 -3.7941  0.23
H -2.3191 -1.1269 -4.3475  0.23
H 0.0261 -1.6138 -3.7361  0.23
H 1.3846 0.0774 -2.6147  0.22

Charge: +1
Maximum force in hartree/bohr: 0.012

=====

How do the records compare in energy relative to the best compared isomer or geometry (same formula, charge and spin)? In the order shown, they have 24.9 18.4 0.0 0.6 kcal/mol.